one | {"formula": "C4H11O3", "method": "ωB97M-V/def2-TZVPD", "elements": ["C", "O", "C", "C", "C", "O", "H", "H", "H", "H", "H", "H", "H", "H", "H", "H", "H", "O"], "positions_angstrom": [[1.21605, 0.27486, 1.61165], [0.10947, 1.20583, 1.40975], [1.44572, -0.62859, 0.37060], [0.05694, -1.11443, -0.17889], [0.39461, -1.89851, -1.48735], [-0.83472, -0.18586, -0.43592], [0.91464, -0.31367, 2.40268], [2.11252, 0.97423, 1.64245], [1.81873, 0.09601, -0.36895], [2.10099, -1.48439, 0.35264], [-0.37349, -1.92109, 0.45446], [0.39502, -1.06266, -2.26013], [-0.37683, -2.58763, -1.78060], [1.36497, -2.50609, -1.40649], [-0.50105, 0.80834, 0.63399], [-1.44264, 1.28284, -1.07463], [-2.10665, 2.31099, -0.01230], [-2.09802, 2.05543, -1.03373]], "lowdin_charge": [-0.263, -0.194, -0.156, -0.625, -0.099, -0.266, 0.066, 0.112, 0.109, 0.082, 0.120, 0.088, 0.035, 0.070, 0.035, 0.001, 0.078, -0.194], "total_charge": -1, "homo_lumo_gap_ev": 7.94, "lumo_energy_ev": 4.186}

***

two | {"formula": "C4H11O3", "method": "ωB97M-V/def2-TZVPD", "elements": ["C", "O", "C", "C", "C", "O", "H", "H", "H", "H", "H", "H", "H", "H", "H", "H", "H", "O"], "positions_angstrom": [[2.89000, -1.05468, 1.17511], [3.23430, -0.00859, 1.93214], [1.35644, -1.06353, 0.92871], [0.88171, 0.08498, 0.24071], [-0.48526, 0.05506, -0.36381], [-3.51013, 2.03221, -0.44519], [3.12808, -2.02848, 1.64821], [3.30323, -1.00919, 0.13323], [0.71901, -1.93432, 0.80847], [1.04453, 0.04155, 1.47832], [1.69629, 0.69446, -0.12949], [-0.62359, 0.58364, -1.30408], [-1.18004, 0.51014, 0.35596], [-0.94243, -0.93309, -0.45372], [-2.68815, 2.50695, -0.28185], [-2.52427, -0.26888, -2.08380], [-3.30411, 1.30587, -1.26361], [-2.99561, 0.48591, -2.37531]], "lowdin_charge": [-0.510, -0.310, -0.020, -0.102, -0.064, -0.263, 0.087, 0.103, 0.136, 0.205, 0.149, 0.083, 0.096, 0.086, -0.046, -0.156, -0.043, -0.431], "total_charge": -1, "homo_lumo_gap_ev": 5.98, "lumo_energy_ev": 1.756}

***

three | {"formula": "C4H11O3", "method": "ωB97M-V/def2-TZVPD", "elements": ["C", "O", "C", "C", "C", "O", "H", "H", "H", "H", "H", "H", "H", "H", "H", "H", "H", "O"], "positions_angstrom": [[2.34564, 1.02835, 0.48994], [3.39562, 0.27555, 1.05577], [1.05938, 0.23123, 0.72231], [-0.09234, 0.69549, -0.15305], [-1.28274, -0.41164, 0.19722], [-2.46947, 0.00413, -0.16600], [2.22559, 1.96636, 0.94219], [2.43241, 1.14381, -0.58903], [3.24498, -0.70980, 0.75606], [0.49831, 0.50653, 1.69975], [1.28589, -0.78405, 0.56277], [-0.49871, 1.66783, 0.03686], [0.01489, 0.68518, -1.21198], [-1.34437, -0.42692, 1.29660], [-0.99570, -1.22756, -0.16126], [-2.90927, -1.98191, -2.38053], [-3.32294, -0.96009, -1.22332], [-3.58718, -1.70249, -1.87429]], "lowdin_charge": [-0.301, -0.127, -0.231, -0.182, -0.469, -0.313, 0.095, 0.105, 0.130, 0.139, 0.085, 0.085, 0.077, 0.088, 0.011, -0.078, 0.003, -0.116], "total_charge": -1, "homo_lumo_gap_ev": 6.11, "lumo_energy_ev": 3.373}

***

On energetic grounds, one is preferred over the next structure by 146.3 kJ/mol.

***

one | {"formula": "C24H28N7ORbS5Se2", "method": "ωB97M-V/def2-TZVPD", "elements": ["Rb", "C", "C", "N", "N", "C", "N", "S", "C", "C", "C", "C", "C", "N", "H", "H", "H", "H", "H", "H", "H", "H", "H", "S", "S", "S", "S", "Se", "Se", "C", "C", "C", "C", "C", "N", "C", "C", "C", "C", "C", "N", "H", "H", "H", "H", "H", "H", "H", "H", "O", "C", "C", "C", "C", "C", "C", "N", "H", "H", "H", "H", "H", "H", "H", "H", "H", "H", "H"], "positions_angstrom": [[0.56964, -0.60433, 0.68189], [3.21115, -4.25095, -1.76217], [2.79504, -3.00309, -1.02341], [1.76037, -2.30519, -1.32233], [0.98427, -2.77576, -2.30930], [0.15727, -1.91197, -2.85423], [-0.70475, -2.50628, -3.78228], [0.01938, -0.22540, -2.65453], [3.60846, -2.57185, 0.11704], [4.61466, -3.40690, 0.61691], [5.31535, -3.02419, 1.74697], [5.00262, -1.82440, 2.35636], [3.99906, -1.05127, 1.78803], [3.33295, -1.39743, 0.69921], [2.61253, -4.34243, -2.66339], [3.05545, -5.14520, -1.15198], [4.27027, -4.20725, -2.02450], [-0.36999, -3.40028, -4.11087], [-0.99339, -1.86664, -4.50516], [4.82642, -4.35320, 0.14297], [6.08254, -3.67067, 2.15742], [5.48659, -1.49954, 3.26653], [3.70522, -0.11480, 2.25278], [2.20948, 2.22908, 4.69705], [1.41830, 0.55826, 5.61998], [2.41790, -1.15776, 5.03663], [1.16873, -2.26140, 3.88838], [-0.48552, 4.43751, -0.14164], [1.60911, 2.29450, 2.54354], [-0.27416, 2.19647, 2.93474], [-0.97944, 3.33819, 3.30688], [-2.28012, 3.17874, 3.73912], [-2.82888, 1.90023, 3.77610], [-2.05351, 0.83727, 3.35013], [-0.79726, 0.98309, 2.92915], [1.01579, 3.60641, -0.90324], [1.61202, 4.14452, -2.06272], [2.70001, 3.51508, -2.62686], [3.18765, 2.34467, -2.04765], [2.53732, 1.87049, -0.92606], [1.49476, 2.47627, -0.36165], [-0.51202, 4.30704, 3.21758], [-2.86805, 4.03992, 4.03362], [-3.84182, 1.73308, 4.11929], [-2.43650, -0.17733, 3.33587], [1.19633, 5.04546, -2.49111], [3.16407, 3.92515, -3.51822], [4.02320, 1.79998, -2.46723], [2.86346, 0.94447, -0.45863], [-1.98844, -1.23740, 0.38559], [-3.04398, -0.83759, -0.08172], [-3.80860, -1.53470, -1.18979], [-3.72882, -0.78545, -2.52581], [-4.65009, 0.42398, -2.64628], [-4.38533, 1.53534, -1.63524], [-4.63879, 1.09624, -0.19554], [-3.56612, 0.32249, 0.39609], [-4.85785, -1.67154, -0.90119], [-3.34495, -2.51489, -1.29373], [-3.98147, -1.49417, -3.31851], [-2.68896, -0.49814, -2.69648], [-5.69708, 0.10080, -2.54379], [-4.54956, 0.83509, -3.65470], [-5.04811, 2.37865, -1.85461], [-3.35831, 1.90111, -1.72046], [-5.57863, 0.53295, -0.14282], [-4.76504, 1.97535, 0.43707], [-2.92184, 0.82152, 0.99689]], "lowdin_charge": [0.599, -0.057, -0.298, -0.039, -0.062, -0.943, 0.016, 0.494, -0.236, -0.031, -0.080, -0.078, -0.173, 0.039, 0.049, 0.077, 0.069, 0.061, 0.046, 0.089, 0.097, 0.098, 0.082, -0.049, -0.099, -0.268, -0.263, 0.364, 0.618, -0.674, -0.134, -0.074, -0.078, -0.165, 0.007, -0.845, -0.159, -0.110, -0.101, -0.216, -0.069, 0.088, 0.100, 0.094, 0.115, 0.071, 0.088, 0.088, 0.072, -0.115, -0.482, -0.092, -0.203, -0.216, -0.180, -0.188, 0.087, 0.115, 0.118, 0.105, 0.047, 0.104, 0.104, 0.105, 0.124, 0.112, 0.116, 0.120], "total_charge": -2, "homo_lumo_gap_ev": 5.10, "lumo_energy_ev": 3.785}

***

two | {"formula": "C24H28N7ORbS5Se2", "method": "ωB97M-V/def2-TZVPD", "elements": ["Rb", "C", "C", "N", "N", "C", "N", "S", "C", "C", "C", "C", "C", "N", "H", "H", "H", "H", "H", "H", "H", "H", "H", "S", "S", "S", "S", "Se", "Se", "C", "C", "C", "C", "C", "N", "C", "C", "C", "C", "C", "N", "H", "H", "H", "H", "H", "H", "H", "H", "O", "C", "C", "C", "C", "C", "C", "N", "H", "H", "H", "H", "H", "H", "H", "H", "H", "H", "H"], "positions_angstrom": [[-0.08169, 0.66818, -0.58510], [4.59910, -1.82416, -1.13904], [3.44224, -0.86250, -0.98046], [2.22332, -1.18996, -1.24361], [1.93822, -2.44946, -1.55424], [0.92234, -2.77576, -2.29842], [0.50689, -4.09962, -2.20359], [0.13382, -1.85402, -3.48216], [3.69375, 0.46057, -0.43867], [4.91235, 0.75747, 0.19071], [5.11459, 2.01009, 0.73117], [4.09784, 2.94644, 0.64550], [2.92662, 2.57091, 0.00157], [2.72973, 1.38491, -0.53764], [4.26158, -2.64562, -1.76476], [4.88999, -2.22152, -0.16664], [5.46633, -1.35349, -1.59830], [1.18259, -4.74373, -1.82042], [0.02823, -4.42013, -3.03045], [5.68562, 0.01010, 0.27905], [6.04573, 2.24883, 1.23399], [4.19395, 3.92511, 1.08804], [2.10424, 3.27192, -0.06788], [-5.04474, 1.07130, -1.17532], [-4.28944, 2.75306, -1.83449], [-2.72430, 2.35886, -3.24627], [-2.61251, 3.91460, -4.42507], [2.24238, 2.98356, 3.60502], [-0.84718, 3.61635, 2.73043], [-0.69198, 4.49223, 1.08260], [-0.86847, 5.87894, 1.01404], [-0.73558, 6.50800, -0.20057], [-0.43262, 5.74772, -1.32510], [-0.29229, 4.38048, -1.15931], [-0.41799, 3.76606, 0.00449], [2.05372, 1.12460, 3.55401], [2.32143, 0.36147, 4.69592], [2.16821, -1.00434, 4.63526], [1.76610, -1.58584, 3.43634], [1.54117, -0.74600, 2.35560], [1.68020, 0.56636, 2.41247], [-1.08143, 6.41917, 1.92457], [-0.83782, 7.58228, -0.27899], [-0.31992, 6.19375, -2.30128], [-0.06129, 3.74253, -2.00813], [2.63899, 0.86334, 5.59723], [2.35859, -1.61794, 5.50936], [1.64538, -2.65781, 3.34458], [1.25672, -1.14576, 1.38752], [-1.55210, -1.16148, 0.26917], [-2.50670, -1.91580, 0.21452], [-2.32429, -3.40173, -0.03171], [-2.84628, -3.81511, -1.41117], [-4.36048, -4.01045, -1.47052], [-5.17159, -2.75583, -1.16245], [-4.95908, -2.24396, 0.26329], [-3.75834, -1.46373, 0.39761], [-2.81082, -3.98462, 0.75442], [-1.24900, -3.58302, -0.00343], [-2.37211, -4.76313, -1.68396], [-2.52621, -3.06868, -2.14049], [-4.64059, -4.79458, -0.75753], [-4.62786, -4.35971, -2.47264], [-6.23226, -2.97576, -1.30682], [-4.89963, -1.95180, -1.84645], [-4.92759, -3.08160, 0.97184], [-5.79011, -1.59208, 0.53399], [-3.87766, -0.45844, 0.28879]], "lowdin_charge": [0.658, -0.051, -0.301, -0.011, -0.061, -0.996, 0.014, 0.439, -0.252, -0.031, -0.083, -0.111, -0.165, 0.045, 0.054, 0.075, 0.068, 0.069, 0.042, 0.092, 0.099, 0.084, 0.088, -0.117, -0.166, -0.156, -0.150, 0.537, 0.576, -0.792, -0.138, -0.093, -0.074, -0.188, -0.015, -0.794, -0.148, -0.106, -0.081, -0.157, 0.040, 0.080, 0.094, 0.093, 0.094, 0.076, 0.092, 0.090, 0.079, -0.184, -0.491, -0.094, -0.197, -0.218, -0.192, -0.205, 0.057, 0.114, 0.107, 0.100, 0.102, 0.104, 0.103, 0.103, 0.097, 0.114, 0.110, 0.028], "total_charge": -2, "homo_lumo_gap_ev": [5.60, 5.29], "lumo_energy_ev": [3.491, 3.449]}

***

On energetic grounds, one is preferred over the next structure by 112.1 kJ/mol.

***

one | {"formula": "C3H5ClN2O", "method": "ωB97M-V/def2-TZVPD", "elements": ["N", "C", "C", "Cl", "C", "N", "O", "H", "H", "H", "H", "H"], "positions_angstrom": [[1.16628, -0.83589, 1.58623], [0.36845, 0.23346, 1.35944], [-0.24262, 0.60616, 0.21171], [-1.13916, 2.08917, 0.30870], [-0.17558, -0.15885, -1.02987], [-0.87722, 0.32502, -2.13092], [0.43289, -1.25232, -1.11577], [1.39872, -1.11954, 2.52218], [1.31103, -1.57965, 0.91502], [0.28326, 0.86627, 2.26665], [-1.03182, -0.30067, -2.91064], [-1.49424, 1.12685, -1.98274]], "lowdin_charge": [0.097, -0.209, -0.610, 0.656, -0.530, 0.125, -0.006, 0.097, 0.092, 0.125, 0.106, 0.057], "homo_lumo_gap_ev": 9.33, "smiles": "N/C=C(/Cl)C(N)=O", "lumo_energy_ev": 0.871}

***

two | {"formula": "C3H5ClN2O", "method": "ωB97M-V/def2-TZVPD", "elements": ["H", "N", "C", "N", "O", "C", "C", "Cl", "H", "H", "H", "H"], "positions_angstrom": [[-0.84492, 1.76037, -1.79442], [0.17079, 1.92697, -1.63762], [0.45326, 1.05754, -0.76822], [-0.41599, 0.22599, -0.05059], [-1.69952, 0.20825, -0.65195], [-0.06118, -1.03871, 0.37968], [0.86189, -1.29716, 1.32184], [1.78581, -0.12669, 2.15266], [1.49060, 0.87075, -0.51961], [-2.25780, 0.62876, 0.05828], [-0.60027, -1.89821, 0.00046], [1.11732, -2.31786, 1.50948]], "lowdin_charge": [0.050, 0.107, -0.277, -0.164, -0.023, -0.187, -0.568, 0.638, 0.102, 0.144, 0.124, 0.054], "homo_lumo_gap_ev": 9.62, "smiles": "[H]/N=C\\N(O)/C=C\\Cl", "lumo_energy_ev": 0.611}

***

On energetic grounds, one is preferred over the next structure by 302.7 kJ/mol.